i:
Molecular formula: C48H84N12
Method: DFT, the ωB97M-V functional and the def2-TZVPD basis

```
144
Properties=species:S:1:pos:R:3
C -3.607 -0.988 -5.700
C -2.901 0.419 -5.641
N 9.446 4.274 -1.622
C -8.781 -2.491 -4.077
H 7.773 -4.450 3.566
H -9.724 -0.903 -3.011
H -5.737 5.253 -2.229
N 1.530 -0.756 2.751
N 0.843 6.769 3.690
H -2.419 0.545 -4.672
H 2.892 -0.594 -5.059
H 8.710 -4.483 2.081
H 6.114 7.150 1.378
H 0.960 -4.419 6.810
H 8.362 1.329 -1.856
H 5.227 7.082 -0.880
C 7.078 -1.905 2.535
C 2.646 -2.286 -7.460
C 3.122 7.068 -0.497
C -0.455 0.958 0.249
H -0.140 -6.721 7.371
H -9.222 -2.448 -1.024
H 1.880 -5.855 6.513
H -5.991 2.304 -1.700
H 0.245 11.814 5.512
H -7.816 4.346 -3.262
H 6.746 -3.366 0.864
H -4.886 3.835 -2.829
H 1.220 -1.056 -5.272
H 1.372 12.474 4.342
H -5.583 -3.413 4.333
C -7.696 3.287 -1.016
C 7.696 -4.473 2.479
H 2.048 11.551 5.632
H -4.375 -1.059 -4.930
H 9.557 1.541 -3.140
H -4.961 -3.240 6.694
C 6.820 -3.335 1.951
C 0.503 -6.129 8.022
H -0.536 -5.582 2.445
C 1.140 -7.154 8.874
H 1.394 -0.563 -7.714
C 0.878 7.801 4.223
H 4.656 8.537 -0.077
H 2.960 -2.478 -8.486
C -7.236 -2.766 -1.567
C 1.176 11.613 4.982
H -6.784 3.229 -4.231
H -1.145 -0.975 0.832
H -8.177 -1.092 -1.007
C -6.833 4.182 -3.704
H -2.896 -1.802 -5.561
H -0.489 1.644 -0.597
C 0.968 9.080 5.002
C 0.993 10.359 4.159
N -7.171 -6.961 5.147
H -8.938 -1.999 -5.037
H -3.510 1.313 -5.772
H 1.376 1.842 1.105
C 2.029 -0.473 -5.713
H 0.781 -5.073 1.431
H -0.492 -0.876 -0.862
H -3.931 -3.824 4.491
C -1.075 -0.386 -0.083
H -5.092 -0.441 -7.267
H -5.577 -5.271 2.960
C 4.534 7.455 -0.126
H 0.505 -6.798 1.716
H -6.666 5.077 -4.304
C -6.336 -6.343 4.636
C 1.312 -0.033 1.857
H 6.269 -1.201 2.338
C 1.511 -5.214 7.314
H 3.364 -4.171 7.474
H 5.804 -3.628 2.214
C -0.888 -5.826 0.284
H -5.702 3.548 -0.476
H 3.538 -2.610 -6.923
H 1.640 0.609 -0.102
N 1.799 -4.097 -1.286
H 0.519 -6.788 -1.154
C 1.574 -3.248 -7.130
C -4.930 -4.202 4.707
H 7.319 1.107 -4.170
C -3.476 -1.231 -8.226
C 2.323 -0.786 -7.188
H -1.401 -4.865 0.254
C 2.602 -4.539 8.161
C 0.926 -4.872 -1.158
H -4.860 -2.138 -7.092
C -5.070 -4.220 6.229
C -0.102 -5.902 -1.018
H 5.396 2.877 -3.890
C 5.071 6.878 1.211
H -0.734 -5.752 -1.893
H 5.705 1.835 -2.488
H -2.074 -0.331 -0.516
N 1.662 -7.965 9.546
H -7.971 -0.801 -3.227
H 2.883 6.011 -0.611
C 8.683 1.986 -2.665
H -1.076 1.462 0.989
C -5.867 4.220 -2.550
C 5.088 5.416 1.301
C -4.325 -1.189 -7.065
C 7.268 -1.895 4.007
C -8.426 -1.974 -1.598
H -4.406 -4.961 6.675
C 1.000 0.888 0.735
H 2.811 7.541 -1.428
C 6.149 2.561 -3.169
C -8.792 -1.463 -2.952
H 4.484 7.293 2.030
H 0.179 9.122 5.753
N 5.142 4.232 1.365
H -2.156 0.529 -6.430
H 6.238 3.472 -2.577
H 7.329 -5.456 2.184
N -6.252 -3.411 -1.543
H 3.139 -0.187 -7.591
H -4.408 -6.154 3.899
H -9.652 -3.114 -3.870
C 9.080 3.284 -2.096
H 7.992 -1.501 2.099
N -2.814 -1.216 -9.182
H 1.836 10.239 3.478
N 0.761 -4.070 -6.890
H 2.204 -3.663 8.671
N 7.405 -1.898 5.165
H 3.102 -5.145 8.917
H 0.096 10.458 3.548
C -5.290 -5.519 3.982
H -0.176 -5.538 8.636
H 1.626 0.539 -5.661
H 1.875 9.016 5.604
H -7.868 -3.085 -4.070
C 0.014 -5.840 1.540
N -8.790 3.260 -0.696
H 7.829 2.662 -4.548
C 7.518 2.065 -3.690
H -6.115 -4.445 6.445
H -1.678 -6.559 0.443
C -6.269 3.307 -1.375
H 2.507 7.387 0.345
```

Summary:
HOMO level (eV): -11.2
E_LUMO (hartree): -0.0098
SMILES: CCCC#N.CCCC#N.CCCC#N.CCCC#N.CCCC#N.CCCC#N.CCCC#N.CCCC#N.CCCC#N.CCCC#N.CCCC#N.CCCC#N
HOMO-LUMO gap (eV): 10.92

Mulliken atomic charge list, values in e, 99 entries:
1. C -0.32
2. C -1.09
3. N -0.43
4. C -1.26
5. H 0.34
6. H 0.34
7. H 0.32
8. N -0.47
9. N -0.41
10. H 0.28
11. H 0.34
12. H 0.29
13. H 0.30
14. H 0.30
15. H 0.22
16. H 0.30
17. C -0.30
18. C -0.48
19. C -1.03
20. C -0.44
21. H 0.29
22. H 0.32
23. H 0.29
24. H 0.20
25. H 0.32
26. H 0.35
27. H 0.35
28. H 0.27
29. H 0.34
30. H 0.34
31. H 0.25
32. C 0.20
33. C -1.15
34. H 0.35
35. H 0.27
36. H 0.28
37. H 0.38
38. C -0.42
39. C -0.44
40. H 0.28
41. C 0.24
42. H 0.26
43. C 0.12
44. H 0.29
45. H 0.32
46. C 0.23
47. C -1.24
48. H 0.27
49. H 0.33
50. H 0.25
51. C -1.08
52. H 0.29
53. H 0.30
54. C -0.43
55. C -0.26
56. N -0.40
57. H 0.35
58. H 0.34
59. H 0.32
60. C -1.13
61. H 0.33
62. H 0.28
63. H 0.31
64. C -1.13
65. H 0.29
66. H 0.28
67. C -0.39
68. H 0.32
69. H 0.33
70. C 0.17
71. C 0.17
72. H 0.30
73. C -0.40
74. H 0.29
75. H 0.26
76. C -0.29
77. H 0.31
78. H 0.30
79. H 0.25
80. N -0.48
81. H 0.27
82. C 0.26
83. C -0.39
84. H 0.32
85. C 0.24
86. C -0.35
87. H 0.23
88. C -1.06
89. C 0.19
90. H 0.28
91. C -1.23
92. C -0.32
93. H 0.33
94. C -0.33
95. H 0.30
96. H 0.31
97. H 0.38
98. N -0.44
99. H 0.14

ii:
Molecular formula: C48H84N12
Method: DFT, the ωB97M-V functional and the def2-TZVPD basis

```
144
Properties=species:S:1:pos:R:3
H 3.581 -13.618 22.156
H 0.044 -9.273 25.186
C 2.270 -14.939 17.109
C -1.719 -7.741 26.300
H -5.221 -10.765 25.751
H -5.801 -7.806 13.322
H -8.326 -8.267 23.544
C 1.558 -9.567 19.237
H -4.424 -10.101 19.756
H -6.669 -13.427 19.860
C 1.001 -14.389 17.680
C -8.044 -14.530 18.541
H -7.218 -14.796 17.833
H -4.504 -12.009 15.190
H -5.048 -14.132 24.094
H -5.403 -18.068 25.205
N -8.095 -11.484 26.244
H 2.425 -13.799 23.491
C -4.302 -7.825 16.472
H -3.624 -8.692 16.401
N -3.999 -10.350 13.645
H -1.183 -9.451 27.630
C -7.608 -13.271 19.316
H -3.642 -12.515 25.762
H -8.010 -15.288 19.328
H -2.191 -13.394 15.098
C -4.654 -13.419 13.665
C -4.290 -11.933 20.808
C -5.341 -14.761 13.426
C 0.824 -8.698 18.223
C -4.955 -14.214 25.174
C -5.768 -16.454 21.463
H -2.825 -13.294 16.743
H -4.698 -9.872 21.558
C 2.970 -15.871 18.138
C -2.114 -14.104 23.074
C -8.095 -10.210 21.757
C -0.200 -9.506 17.417
H 3.138 -15.371 19.072
H -3.204 -14.708 15.834
H 0.782 -10.138 19.759
H -5.336 -18.947 22.956
C 0.928 -11.423 22.718
C -5.499 -8.247 14.316
C -9.060 -9.097 21.770
H 1.356 -12.896 21.242
H -7.388 -6.846 20.963
C -9.432 -14.324 17.927
N -7.319 -11.079 17.903
C -4.686 -7.276 15.095
H -8.302 -13.004 20.083
H -5.781 -11.696 24.308
H -6.398 -8.004 21.877
C 2.887 -13.038 22.813
N 3.510 -10.877 18.100
C -7.444 -12.020 18.523
H -2.401 -14.952 23.749
H -4.207 -12.547 18.720
H -7.696 -17.040 22.111
H -5.303 -13.476 15.709
C -4.682 -12.855 25.860
H 1.215 -13.867 18.645
N -5.986 -15.698 13.229
H -5.839 -14.752 25.468
N -2.274 -10.600 23.518
H 2.090 -15.523 16.186
C -7.012 -11.701 25.941
H -4.144 -14.905 25.390
C -1.103 -14.447 21.989
H 2.552 -11.613 21.222
H -3.635 -13.854 19.748
C -1.622 -9.216 26.659
C -6.709 -17.519 21.867
H 2.112 -8.940 19.955
H -5.350 -12.715 13.185
H -9.970 -9.577 22.133
H -3.877 -12.235 21.741
H -2.594 -15.420 20.816
N 1.495 -17.963 18.638
H 0.488 -13.784 16.938
H -10.115 -14.155 18.793
H -5.220 -6.357 15.154
H 3.415 -12.328 23.404
C -4.452 -13.069 15.165
H -3.875 -7.092 17.150
H -9.585 -13.488 17.296
H -6.915 -6.479 22.601
H 3.937 -16.269 17.851
H -9.710 -15.296 17.483
H -5.269 -8.191 16.907
H -5.328 -12.165 20.736
H -9.296 -7.164 22.638
N -1.165 -12.225 19.234
H -3.728 -13.387 13.116
H -6.883 -18.174 21.040
H -6.927 -17.186 24.913
H -0.306 -10.827 25.957
N -1.603 -17.772 22.604
H -9.345 -8.891 20.721
C -2.294 -12.414 19.375
C -3.682 -12.750 19.646
N -7.334 -11.055 21.899
C -5.624 -11.712 25.399
N 2.119 -9.337 23.799
H -4.835 -12.909 26.929
C -4.126 -10.432 20.776
C 1.948 -12.264 21.934
C -0.728 -9.909 25.565
C -8.505 -7.898 22.513
H -3.784 -7.003 14.487
H 0.306 -10.356 16.853
H -2.301 -7.140 27.029
H 0.045 -11.103 22.145
C -4.663 -9.433 13.923
H 1.531 -8.207 17.594
C 2.144 -17.024 18.463
C -7.215 -7.296 21.963
H -7.074 -18.951 23.354
C -1.601 -15.592 21.181
H -1.822 -13.321 23.798
C -3.087 -13.623 15.718
C -1.588 -10.230 24.429
H -0.134 -14.783 22.414
H -1.009 -9.980 17.968
H -5.318 -16.597 24.187
C 1.559 -10.236 23.320
H -3.033 -13.831 22.566
H 2.889 -14.078 16.861
H -0.633 -8.913 16.618
H -0.889 -13.567 21.314
H -3.069 -10.137 20.795
H -6.302 -8.719 14.860
H 0.530 -11.978 23.618
C -1.605 -16.838 21.942
H -0.978 -15.834 20.270
H 0.348 -15.201 18.044
H -2.566 -9.736 26.683
N -4.889 -15.758 21.131
C 2.587 -10.370 18.593
C -6.240 -18.301 23.136
H -0.703 -7.281 26.226
H 0.362 -7.950 18.857
H -2.166 -7.653 25.328
C -5.946 -17.477 24.446
```

Summary:
HOMO level (eV): -11.1
E_LUMO (hartree): 0.0112
SMILES: CCCC#N.CCCC#N.CCCC#N.CCCC#N.CCCC#N.CCCC#N.CCCC#N.CCCC#N.CCCC#N.CCCC#N.CCCC#N.CCCC#N
HOMO-LUMO gap (eV): 11.45

Mulliken atomic charge list, values in e, 99 entries:
1. H 0.39
2. H 0.25
3. C -0.58
4. C -1.14
5. H 0.21
6. H 0.31
7. H 0.27
8. C 0.54
9. H 0.40
10. H -0.84
11. C -0.54
12. C -0.37
13. H 0.30
14. H -0.03
15. H 0.23
16. H 0.35
17. N -0.53
18. H 0.31
19. C -0.96
20. H 0.22
21. N -0.51
22. H 0.37
23. C 0.96
24. H 0.07
25. H 0.22
26. H 0.42
27. C -0.54
28. C 1.92
29. C 0.08
30. C -0.80
31. C -1.32
32. C 0.17
33. H -0.07
34. H 0.15
35. C -0.37
36. C -0.47
37. C 0.25
38. C -0.68
39. H 0.14
40. H 0.33
41. H -0.38
42. H 0.34
43. C 0.52
44. C -0.37
45. C -0.66
46. H -0.35
47. H 0.28
48. C -1.28
49. N -0.60
50. C -0.51
51. H 0.40
52. H -0.33
53. H 0.08
54. C -1.53
55. N -0.61
56. C 0.23
57. H 0.36
58. H 0.47
59. H 0.26
60. H 0.06
61. C -0.24
62. H -0.06
63. N -0.47
64. H 0.54
65. N -0.43
66. H 0.31
67. C 0.01
68. H 0.40
69. C 1.45
70. H 0.14
71. H 0.22
72. C -0.40
73. C -0.44
74. H 0.41
75. H 0.29
76. H 0.37
77. H -1.10
78. H -0.45
79. N -0.48
80. H 0.29
81. H 0.31
82. H 0.33
83. H 0.40
84. C 0.32
85. H 0.42
86. H 0.38
87. H 0.35
88. H 0.33
89. H 0.36
90. H 0.25
91. H -0.51
92. H 0.36
93. N -0.18
94. H 0.42
95. H 0.44
96. H 0.33
97. H 0.41
98. N -0.56
99. H 0.30

Energy comparison, zero being the most stable, in kJ/mol: i 124.8; ii 0.0.

i:
Molecular formula: C2H10N3O
Method: DFT, the ωB97M-V functional and the def2-TZVPD basis

```
16
Properties=species:S:1:pos:R:3
O 0.280 -1.602 -1.502
H 2.770 0.041 0.382
H -1.964 0.934 -0.427
C 0.654 0.373 0.331
H 1.421 1.889 -0.896
H -2.143 1.198 1.352
N -0.477 -0.130 0.950
C -1.820 0.472 0.628
H 0.401 -1.563 -2.426
H 0.128 -2.519 -1.282
H 1.803 -0.553 1.727
N 0.600 1.365 -0.632
H -0.259 1.687 -1.026
H -0.569 -1.139 1.301
N 1.835 -0.074 0.794
H -2.660 -0.379 0.726
```

Summary:
HOMO level (spin up / spin down) (eV): -2.9 / -8.7
E_LUMO (spin up / spin down) (hartree): 0.0354 / 0.0291
Spin multiplicity: 2
HOMO-LUMO gap (spin up / spin down) (eV): 3.86 / 9.47

For reference, the Mulliken charges in units of e are:
1. O -0.68
2. H 0.14
3. H 0.21
4. C 0.73
5. H 0.15
6. H 0.28
7. N -0.38
8. C -0.91
9. H 0.28
10. H 0.30
11. H 0.16
12. N -0.39
13. H 0.07
14. H 0.26
15. N -0.49
16. H 0.28

ii:
Molecular formula: C2H10N3O
Method: DFT, the ωB97M-V functional and the def2-TZVPD basis

```
16
Properties=species:S:1:pos:R:3
O -0.020 3.155 0.565
C 1.352 -2.150 0.297
H -0.048 3.233 1.531
H 2.243 -2.569 -0.159
H -1.121 -1.721 1.149
N -0.688 0.576 -1.189
H 0.599 -2.927 0.320
C -0.342 -0.474 -0.311
H 1.528 -0.762 -1.230
H -1.912 -0.187 1.042
H 1.539 -1.845 1.326
H 0.022 1.290 -1.141
N 0.921 -1.010 -0.480
H -1.619 0.930 -1.028
N -1.239 -0.835 0.689
H -0.350 4.027 0.296
```

Summary:
HOMO level (spin up / spin down) (eV): -3.5 / -8.6
E_LUMO (spin up / spin down) (hartree): 0.0308 / 0.0253
Spin multiplicity: 2
HOMO-LUMO gap (spin up / spin down) (eV): 4.30 / 9.30

For reference, the Mulliken charges in units of e are:
1. O -0.67
2. C -1.01
3. H 0.32
4. H 0.32
5. H 0.16
6. N -0.52
7. H 0.30
8. C 0.23
9. H 0.23
10. H 0.19
11. H 0.29
12. H 0.19
13. N -0.15
14. H 0.23
15. N -0.44
16. H 0.32

Energy comparison, zero being the most stable, in kJ/mol: i 88.2; ii 0.0.

i:
Molecular formula: C5H9NO2
Method: DFT, the ωB97M-V functional and the def2-TZVPD basis

```
17
Properties=species:S:1:pos:R:3
H -4.074 -0.893 1.399
C 0.393 0.135 -1.893
O -1.980 -0.442 -0.155
H 2.841 0.729 -1.040
H -1.880 1.201 1.099
H 1.295 0.674 1.292
H -0.590 0.488 -1.590
H 1.017 0.998 -2.149
N 1.143 0.801 0.294
C -2.439 0.283 0.780
C 0.996 -0.325 -0.562
H 0.559 -1.232 -0.160
C -3.572 0.056 1.534
O 3.219 -0.662 0.436
C 2.461 0.022 -0.284
H 0.400 -0.617 -2.673
H -3.930 0.802 2.227
```

Summary:
Total charge: -1
HOMO level (spin up / spin down) (eV): -2.4 / -2.4
E_LUMO (spin up / spin down) (hartree): 0.1332 / 0.0612
Spin multiplicity: 2
HOMO-LUMO gap (spin up / spin down) (eV): 6.07 / 4.09

For reference, the Mulliken charges in units of e are:
1. H 0.27
2. C -1.12
3. O -0.76
4. H 0.30
5. H 0.22
6. H 0.24
7. H 0.22
8. H 0.36
9. N -0.51
10. C -0.01
11. C 0.31
12. H 0.43
13. C -0.95
14. O -0.54
15. C 0.00
16. H 0.30
17. H 0.25

ii:
Molecular formula: C5H9NO2
Method: DFT, the ωB97M-V functional and the def2-TZVPD basis

```
17
Properties=species:S:1:pos:R:3
H -0.712 -1.215 3.536
H -1.824 0.088 -1.566
H 0.740 0.952 -3.018
C 0.138 0.418 -2.287
C -1.006 -0.238 3.154
H -1.633 0.864 -3.292
O 0.605 0.961 1.861
C -1.218 0.445 -2.386
N 0.818 -0.123 -1.235
H -2.082 -0.209 2.983
C -0.216 0.051 1.868
H 0.235 -0.457 -0.326
H 2.636 -0.823 -0.481
H 2.647 -0.117 -2.253
H -0.772 0.539 3.883
C 2.144 -0.398 -1.338
O -0.500 -0.740 0.900
```

Summary:
Total charge: -1
HOMO level (spin up / spin down) (eV): -1.7 / -4.5
E_LUMO (spin up / spin down) (hartree): 0.1548 / 0.1537
Spin multiplicity: 2
HOMO-LUMO gap (spin up / spin down) (eV): 5.96 / 8.65

For reference, the Mulliken charges in units of e are:
1. H 0.22
2. H 0.27
3. H 0.25
4. C 0.06
5. C -1.01
6. H 0.26
7. O -0.69
8. C -0.95
9. N 0.08
10. H 0.27
11. C 0.72
12. H 0.26
13. H 0.27
14. H 0.24
15. H 0.30
16. C -0.71
17. O -0.84

Energy comparison, zero being the most stable, in kJ/mol: i 261.7; ii 0.0.